[1]
Entry from the Open Molecules 2025 dataset: a molecular structure, C17H29I2N3O7 (ωB97M-V with the def2-TZVPD basis set).

HOMO-LUMO gap ... 8.84 eV
Charge ... 0
HOMO level ... -8.8 eV
LUMO level ... 0.04 eV
Electronic energy ... -53102.2729 eV

Last column: natural (NBO) charge in e.
Element x y z (Å)
C (2.949, 1.127, 2.518)  -0.414
N (2.011, 0.102, 2.995)  -0.637
C (1.331, -0.651, 1.951)  -0.230
C (-0.117, -0.164, 1.680)  0.056
C (-0.051, 1.241, 1.101)  -0.186
I (0.376, 1.286, -0.948)  0.169
C (-0.145, 2.363, 1.812)  -0.150
C (-0.370, 2.461, 3.306)  -0.693
I (-0.007, 4.265, 0.953)  0.163
C (-0.795, -1.207, 0.757)  -0.422
C (-1.347, -2.257, 1.739)  -0.342
C (-2.835, -2.593, 1.515)  -0.467
C (-3.738, -1.409, 1.753)  0.123
N (-4.458, -1.186, 2.763)  -0.593
C (-1.185, -1.596, 3.105)  0.729
O (-1.246, -2.145, 4.163)  -0.519
N (-0.899, -0.203, 2.934)  -0.697
H (3.967, 0.928, 2.864)  0.195
H (2.663, 2.123, 2.872)  0.190
H (2.968, 1.163, 1.423)  0.185
H (2.509, -0.549, 3.584)  0.371
H (1.872, -0.585, 0.995)  0.190
H (1.301, -1.715, 2.217)  0.200
H (0.062, 1.601, 3.818)  0.281
H (0.067, 3.383, 3.685)  0.227
H (-1.440, 2.502, 3.537)  0.224
H (-1.616, -0.722, 0.224)  0.219
H (-0.101, -1.636, 0.034)  0.235
H (-0.786, -3.195, 1.735)  0.240
H (-2.973, -2.941, 0.485)  0.235
H (-3.124, -3.406, 2.188)  0.225
H (-3.748, -0.657, 0.956)  0.163
H (-4.372, -1.946, 3.444)  0.333
H (-1.761, 0.331, 2.835)  0.398
C (7.840, 0.553, -2.692)  -0.255
O (7.048, 1.733, -2.519)  -0.493
C (5.737, 1.541, -2.664)  0.978
O (5.204, 0.490, -2.917)  -0.647
O (5.118, 2.706, -2.480)  -0.493
C (3.694, 2.642, -2.612)  -0.259
H (8.867, 0.870, -2.545)  0.196
H (7.566, -0.202, -1.958)  0.192
H (7.707, 0.147, -3.693)  0.193
H (3.269, 1.958, -1.880)  0.196
H (3.417, 2.320, -3.615)  0.190
H (3.334, 3.649, -2.428)  0.199
C (-3.003, -1.552, -4.975)  -0.255
O (-3.364, -1.692, -3.595)  -0.496
C (-4.482, -1.052, -3.254)  0.979
O (-5.176, -0.400, -3.989)  -0.638
O (-4.700, -1.257, -1.953)  -0.503
C (-5.870, -0.613, -1.435)  -0.258
H (-2.086, -2.120, -5.092)  0.197
H (-3.785, -1.952, -5.616)  0.194
H (-2.836, -0.505, -5.219)  0.194
H (-6.770, -0.973, -1.928)  0.196
H (-5.799, 0.466, -1.554)  0.196
H (-5.892, -0.872, -0.380)  0.199

---

[2]
Entry from the Open Molecules 2025 dataset: a molecular structure, FH2O3PS in a non-equilibrium geometry (ωB97M-V with the def2-TZVPD basis set).

HOMO-LUMO gap ... 11.47 eV
Charge ... 0
HOMO level ... -11.5 eV
LUMO level ... 0.02 eV
Electronic energy ... -29015.3083 eV

Last column: natural (NBO) charge in e.
Element x y z (Å)
O (1.741, -3.387, 0.123)  -0.857
O (1.485, -0.964, 0.390)  -0.947
O (-0.477, -2.252, 0.037)  -0.911
F (1.126, -1.924, -1.735)  -0.502
P (0.761, 0.545, 0.157)  0.713
S (0.939, -2.240, -0.152)  2.607
H (0.929, 0.529, -1.146)  -0.065
H (-0.424, -0.027, -0.041)  -0.038

---

[3]
Entry from the Open Molecules 2025 dataset: 2 unconnected molecules or ions with the total composition C5H12S (ωB97M-V with the def2-TZVPD basis set).

SMILES ... C=CC.CCS
HOMO-LUMO gap ... 10.02 eV
Charge ... 0
HOMO level ... -9.1 eV
LUMO level ... 0.94 eV
Electronic energy ... -16213.7816 eV

Last column: natural (NBO) charge in e.
Element x y z (Å)
C (0.114, 2.594, -0.238)  -0.616
C (0.424, 1.602, 0.878)  -0.492
S (2.119, 0.888, 0.711)  -0.065
H (0.921, 3.330, -0.213)  0.208
H (0.123, 2.111, -1.209)  0.213
H (-0.835, 3.087, -0.031)  0.211
H (-0.274, 0.773, 0.916)  0.211
H (0.388, 2.081, 1.855)  0.209
H (1.668, -0.369, 0.660)  0.120
C (-2.599, -1.422, -1.005)  -0.656
C (-1.777, -2.632, -0.626)  -0.164
C (-0.476, -2.570, -0.397)  -0.406
H (-2.022, -0.741, -1.639)  0.217
H (-2.844, -0.840, -0.112)  0.217
H (-3.518, -1.746, -1.488)  0.217
H (-2.354, -3.529, -0.453)  0.197
H (0.096, -3.472, -0.206)  0.199
H (0.071, -1.634, -0.317)  0.180

---

[4]
Entry from the Open Molecules 2025 dataset: a single C6H13N molecule in a non-equilibrium geometry (ωB97M-V with the def2-TZVPD basis set).

SMILES ... CC/C=C/NCC
HOMO-LUMO gap ... 8.63 eV
Charge ... 0
HOMO level ... -7.5 eV
LUMO level ... 1.15 eV
Electronic energy ... -7921.6582 eV

Last column: natural (NBO) charge in e.
Element x y z (Å)
C (2.341, 1.487, -0.447)  -0.613
C (1.053, 2.200, -0.935)  -0.433
C (-0.174, 1.291, -0.941)  -0.304
C (-0.585, 0.548, 0.076)  0.005
N (-1.604, -0.401, 0.046)  -0.612
C (-1.665, -1.430, 1.102)  -0.210
C (-0.877, -2.680, 0.723)  -0.647
H (2.739, 1.961, 0.449)  0.205
H (3.141, 1.404, -1.180)  0.208
H (2.078, 0.471, -0.166)  0.207
H (0.811, 3.034, -0.255)  0.203
H (1.205, 2.795, -1.833)  0.213
H (-0.717, 1.306, -1.882)  0.195
H (-0.084, 0.465, 1.037)  0.178
H (-1.945, -0.690, -0.846)  0.374
H (-2.710, -1.682, 1.260)  0.199
H (-1.186, -0.958, 1.953)  0.195
H (-0.300, -3.040, 1.584)  0.210
H (-1.376, -3.562, 0.333)  0.212
H (-0.144, -2.520, -0.079)  0.216

---

[5]
Entry from the Open Molecules 2025 dataset: a molecular structure, C31H47N4Tl (ωB97M-V with the def2-TZVPD basis set).

HOMO-LUMO gap ... 4.89 eV
Charge ... +2
HOMO level ... -13.6 eV
LUMO level ... -8.74 eV
Electronic energy ... -43550.0256 eV

Last column: Löwdin charge in e.
Element x y z (Å)
Tl (1.627, -0.191, 0.651)  0.951
C (-0.033, -2.620, 2.460)  -0.203
C (0.464, -3.577, 1.376)  -0.178
N (1.170, -2.877, 0.290)  -0.129
C (2.495, -3.415, -0.053)  -0.206
C (3.521, -3.248, 1.067)  -0.184
N (3.577, -1.882, 1.599)  -0.127
C (3.476, -1.760, 3.059)  -0.203
C (2.133, -2.234, 3.605)  -0.183
N (0.991, -1.658, 2.878)  -0.134
H (-0.404, -3.219, 3.299)  0.132
H (-0.877, -2.049, 2.060)  0.098
H (-0.408, -4.108, 0.993)  0.130
H (1.122, -4.332, 1.807)  0.115
H (0.593, -2.887, -0.542)  0.092
H (2.846, -2.876, -0.938)  0.111
H (2.454, -4.482, -0.303)  0.129
H (4.486, -3.551, 0.657)  0.133
H (3.297, -3.941, 1.877)  0.113
H (4.418, -1.412, 1.291)  0.103
H (3.615, -0.706, 3.310)  0.118
H (4.258, -2.331, 3.574)  0.131
H (2.101, -1.972, 4.663)  0.132
H (2.072, -3.322, 3.552)  0.113
H (0.553, -0.939, 3.441)  0.106
C (3.535, 3.261, 1.311)  -0.035
C (3.480, 2.452, 0.042)  -0.356
C (2.569, 2.769, -0.964)  -0.083
C (2.570, 2.083, -2.172)  -0.094
C (3.479, 1.054, -2.389)  -0.102
C (4.387, 0.721, -1.391)  -0.100
C (4.382, 1.415, -0.186)  -0.112
H (4.111, 4.173, 1.145)  0.099
H (4.023, 2.715, 2.119)  0.081
H (2.540, 3.568, 1.637)  0.080
H (1.879, 3.593, -0.813)  0.120
H (1.888, 2.380, -2.961)  0.109
H (3.513, 0.545, -3.345)  0.104
H (5.128, -0.049, -1.570)  0.113
H (5.130, 1.192, 0.570)  0.120
C (0.925, -1.869, -4.426)  -0.009
C (-0.230, -1.130, -3.805)  -0.213
C (-1.387, -0.832, -4.551)  0.129
C (-2.483, -0.101, -4.047)  -0.205
C (-3.685, 0.184, -4.912)  -0.011
C (-2.425, 0.345, -2.757)  0.095
C (-1.289, 0.034, -1.910)  -0.208
C (-0.196, -0.701, -2.509)  0.070
N (-1.166, 0.269, -0.631)  0.220
C (-2.066, 1.028, 0.191)  -0.410
C (-3.374, 0.162, 0.376)  -0.042
C (-4.311, 0.878, 1.348)  -0.275
C (-4.682, 2.267, 0.817)  -0.096
C (-3.403, 3.107, 0.682)  -0.271
C (-2.740, 3.241, 2.055)  -0.102
C (-2.377, 1.847, 2.576)  -0.274
C (-3.651, 1.006, 2.722)  -0.101
C (-1.428, 1.170, 1.586)  -0.129
C (-2.453, 2.441, -0.317)  -0.055
H (0.597, -2.499, -5.251)  0.095
H (1.435, -2.491, -3.692)  0.084
H (1.653, -1.160, -4.825)  0.097
H (-1.434, -1.175, -5.581)  0.148
H (-3.497, -0.072, -5.952)  0.091
H (-3.956, 1.238, -4.859)  0.098
H (-4.547, -0.394, -4.574)  0.102
H (-3.269, 0.887, -2.369)  0.113
H (0.689, -0.872, -1.909)  0.066
H (-3.087, -0.818, 0.768)  0.128
H (-3.854, 0.011, -0.591)  0.114
H (-5.212, 0.264, 1.426)  0.153
H (-5.365, 2.754, 1.514)  0.132
H (-5.195, 2.191, -0.147)  0.127
H (-3.656, 4.095, 0.296)  0.151
H (-3.428, 3.726, 2.750)  0.132
H (-1.847, 3.869, 1.987)  0.127
H (-1.882, 1.930, 3.544)  0.147
H (-4.335, 1.494, 3.419)  0.132
H (-3.416, 0.016, 3.125)  0.125
H (-1.159, 0.171, 1.947)  0.085
H (-0.513, 1.766, 1.495)  0.096
H (-1.533, 3.027, -0.417)  0.136
H (-2.925, 2.414, -1.294)  0.105

---

[6]
Entry from the Open Molecules 2025 dataset: a gas-phase ion, C6H9N2 (charge +1) in a non-equilibrium geometry (ωB97M-V with the def2-TZVPD basis set).

HOMO-LUMO gap ... 5.37 eV
Charge ... +1
HOMO level ... -12.8 eV
LUMO level ... -7.48 eV
Electronic energy ... -9336.8272 eV

Last column: natural (NBO) charge in e.
Element x y z (Å)
C (1.317, -0.387, 2.310)  -0.324
C (1.422, -0.933, 1.006)  0.005
C (0.238, 0.478, 2.229)  -0.009
C (-0.419, 0.441, -1.684)  -0.588
C (-0.064, -0.841, -0.994)  -0.219
C (-1.711, 1.094, -1.400)  0.319
N (0.418, -0.507, 0.302)  -0.192
N (-0.276, 0.418, 1.010)  -0.340
H (1.786, -0.752, 3.232)  0.257
H (2.217, -1.518, 0.713)  0.233
H (-0.120, 1.291, 2.939)  0.246
H (0.505, 1.033, -1.606)  0.347
H (-0.506, 0.386, -2.806)  0.330
H (-1.005, -1.593, -1.046)  0.228
H (0.654, -1.383, -1.678)  0.264
H (-2.105, 2.033, -1.836)  0.231
H (-2.352, 0.741, -0.690)  0.210

---

[7]
Entry from the Open Molecules 2025 dataset: a molecular structure, C3H6N2 in a non-equilibrium geometry (ωB97M-V with the def2-TZVPD basis set).

HOMO-LUMO gap (spin up / spin down) ... 8.21 / 9.64 eV
Charge ... 0
HOMO level (spin up / spin down) ... -8.3 / -9.7 eV
LUMO level (spin up / spin down) ... -0.06 / -0.04 eV
Electronic energy ... -6182.8097 eV

Last column: natural (NBO) charge in e.
Element x y z (Å)
C (-1.086, -1.340, 0.448)  -0.188
C (-1.210, -0.325, -0.509)  -0.025
C (0.391, -1.039, 0.505)  -0.303
N (0.094, -0.220, -0.777)  -0.282
N (0.773, 2.281, -0.361)  -0.631
H (-1.644, -2.217, 0.756)  0.212
H (-2.013, 0.266, -1.031)  0.213
H (0.737, -0.288, 1.288)  0.206
H (1.195, -1.790, 0.335)  0.199
H (1.352, 2.629, -1.117)  0.302
H (1.413, 2.042, 0.464)  0.298

---

[8]
Entry from the Open Molecules 2025 dataset: a gas-phase ion, C4H8NO2 (charge +1) in a non-equilibrium geometry (ωB97M-V with the def2-TZVPD basis set).

SMILES ... C[N+](=O)C[C@H]1CO1
HOMO-LUMO gap ... 7.95 eV
Charge ... +1
HOMO level ... -15.2 eV
LUMO level ... -7.26 eV
Electronic energy ... -9851.4170 eV

Last column: natural (NBO) charge in e.
Element x y z (Å)
C (-0.649, -1.021, 1.839)  -0.103
C (-0.453, -1.109, 0.386)  0.052
C (1.370, 0.985, -1.265)  -0.502
C (-0.775, 0.130, -0.514)  -0.335
N (0.261, 1.094, -0.384)  0.364
O (0.227, 1.928, 0.467)  -0.082
O (-1.539, -1.685, 0.979)  -0.420
H (-0.070, -1.658, 2.496)  0.220
H (-1.019, -0.102, 2.279)  0.201
H (0.287, -1.778, -0.045)  0.210
H (1.082, 1.342, -2.261)  0.292
H (1.678, -0.055, -1.386)  0.272
H (2.199, 1.602, -0.911)  0.279
H (-1.718, 0.540, -0.138)  0.288
H (-0.882, -0.214, -1.544)  0.266

---

> What is the charge in the seventh record?

0

---

> The lowest electronic energy belongs to which entry?

C17H29I2N3O7

---

> Which of these has the lowest electronic energy?

C17H29I2N3O7

---

> What is the electronic energy in the first record?

-53102.2729 eV